Below is one molecule with the formula C5H14N4 in a non-equilibrium geometry, with properties calculated with ωB97M-V with the def2-TZVPD basis set.

Positions of all 23 atoms, in Å:
H 0.7943 -1.9336 -0.6624
H -0.4567 -2.8813 1.1419
H 1.3867 2.8032 -0.2616
N 0.1990 -1.1222 -0.7860
H -1.8496 -1.1787 -0.2458
N -0.7746 0.3901 0.6892
C 0.5875 2.0845 -0.4063
C 0.0079 -0.7554 -2.1914
N -1.9393 1.1901 0.5537
H -1.6599 2.1708 0.6852
H -2.5848 0.9392 1.3012
H 0.9222 -0.2684 -2.5357
C 0.6137 0.8865 0.2218
H 2.3607 -0.3237 0.5304
H 1.5038 0.0682 2.0227
H -0.2344 2.4268 -1.0236
H 2.4774 1.2963 1.2175
H -0.8408 -0.0810 -2.3071
C -0.8803 -1.0009 0.2303
H -0.5869 -1.5879 2.2532
N -0.7044 -1.9137 1.3027
C 1.7953 0.4590 1.0444
H -0.1367 -1.6681 -2.7744

Summary:
Kohn-Sham gap	8.53	eV
E_tot	-11369.237	eV
SMILES string	C=C(C)N(N)[C@H](N)NC